ORCA calculation (ωB97M-V with the def2-TZVPD basis set) on 8 unconnected molecules or ions with the total composition C72H152N8O8 at a distorted geometry.

Geometry as XYZ:
```
240
Properties=species:S:1:pos:R:3:forces:R:3:mulliken_charge:R:1
C 1.45621 1.61842 -7.81067 -0.2 0.4 0.4 -2.11
C 0.34757 0.72286 -7.24475 1.0 1.1 -0.9 1.58
C -0.93679 1.50299 -7.31789 -1.2 -0.1 0.1 -1.68
C 0.32869 -0.48852 -8.14276 -0.4 -0.8 -0.2 -1.18
C -0.59516 -1.56418 -7.60450 0.5 0.2 0.1 -0.53
C -0.08234 -1.91921 -6.21513 -0.5 -0.9 -0.6 -1.47
C 0.10225 -0.77348 -5.25413 -1.3 -0.2 0.1 1.88
C -1.23558 -0.35262 -4.66762 -0.4 0.6 0.7 -1.01
C 0.95069 -1.26141 -4.11950 0.8 -0.6 0.4 -1.67
N 0.76689 0.29955 -5.92945 1.3 0.4 0.5 0.25
O 0.80287 1.41941 -5.02821 0.2 -0.1 -0.3 1.46
H 1.56735 2.53016 -7.21935 0.0 -0.1 0.1 0.25
H 2.39920 1.07020 -7.80566 0.1 0.1 -0.2 0.29
H 1.15186 1.95284 -8.80193 0.3 -0.2 -0.2 0.61
H -1.16243 1.80617 -8.34208 0.1 -0.1 -0.1 0.49
H -1.75702 0.86199 -6.98254 -0.1 0.4 -0.2 0.39
H -0.92654 2.41010 -6.71643 0.1 -0.1 0.2 0.03
H 0.02137 -0.19738 -9.14936 0.2 0.1 0.0 0.39
H 1.33655 -0.91129 -8.17169 0.1 0.1 -0.2 0.23
H -1.62140 -1.19694 -7.64466 -0.1 -0.3 0.2 0.32
H -0.49133 -2.46721 -8.20456 -0.4 0.0 -0.2 0.47
H 0.87810 -2.42165 -6.37738 0.0 0.0 0.1 0.45
H -0.76666 -2.64942 -5.76733 0.3 0.0 0.1 0.36
H -1.88919 0.19378 -5.34428 0.0 -0.3 0.0 -0.18
H -1.02622 0.34228 -3.84942 -0.2 0.0 0.1 -0.03
H -1.75943 -1.20989 -4.24542 -0.1 0.0 0.0 0.59
H 0.40186 -1.97075 -3.49707 0.0 0.0 0.0 0.51
H 1.30587 -0.46724 -3.46291 0.1 -0.1 -0.1 -0.41
H 1.80638 -1.80292 -4.53832 0.1 0.2 0.3 0.49
H 1.75202 1.60399 -4.98291 -0.3 0.2 0.1 -0.34
C -1.93958 -7.31848 2.20557 0.4 -0.1 -0.2 -1.84
C -1.34839 -5.93266 2.52284 -0.3 -0.7 0.4 1.75
C 0.16268 -5.96623 2.36470 1.0 -0.2 0.6 -1.60
C -1.86692 -4.92942 1.52186 -0.8 0.2 0.1 -1.05
C -3.29395 -4.52524 1.82219 -0.7 -0.2 -0.5 -1.24
C -3.36136 -3.90285 3.19815 -0.2 0.3 -0.5 -0.61
C -2.83065 -4.81356 4.30527 0.0 1.3 1.2 1.56
C -2.40594 -3.85553 5.45004 -0.3 -0.7 0.2 -2.06
C -3.87415 -5.75634 4.82836 -1.0 -1.0 1.2 -1.96
N -1.65281 -5.47792 3.86941 1.5 0.5 -0.6 1.17
O -1.09267 -6.31325 4.85888 0.3 0.0 -0.2 -0.68
H -1.36421 -8.08254 2.72751 -0.1 -0.1 0.1 0.43
H -2.98658 -7.41902 2.48076 -0.1 0.1 0.0 0.29
H -1.82891 -7.49331 1.12930 -0.1 -0.2 0.1 0.41
H 0.65836 -5.40112 3.16472 -0.3 0.3 -0.3 -0.05
H 0.60480 -6.95958 2.49091 -0.2 -0.1 -0.4 0.30
H 0.44573 -5.51737 1.41405 0.2 -0.3 -0.1 0.43
H -1.25797 -4.02180 1.55273 0.1 -0.1 -0.1 0.01
H -1.81937 -5.40190 0.54153 0.3 0.2 -0.2 0.65
H -3.61856 -3.83203 1.03747 -0.1 0.1 0.2 0.58
H -4.00622 -5.36121 1.75676 0.3 -0.1 0.0 0.44
H -4.38408 -3.60781 3.44557 0.0 0.0 0.1 0.53
H -2.77151 -2.98051 3.13465 0.1 0.0 0.3 -0.19
H -1.61896 -3.18649 5.09988 -0.1 0.0 0.0 -0.46
H -2.03960 -4.41499 6.32380 0.1 -0.1 -0.4 0.46
H -3.23255 -3.25978 5.85349 -0.1 -0.2 -0.6 0.88
H -4.33393 -6.32524 4.01835 -0.3 0.1 0.1 0.37
H -4.62397 -5.28598 5.48787 -0.2 0.4 -0.9 0.42
H -3.50518 -6.47924 5.57536 0.6 0.0 -0.7 0.34
H -0.23233 -5.88487 5.04430 -0.5 0.0 0.2 0.04
C -1.90780 -0.22951 4.89341 -1.6 0.0 0.4 -1.31
C -1.07066 0.42244 5.98868 0.5 -1.1 -1.6 1.79
C 0.20114 0.89601 5.35901 2.0 1.8 -0.4 -1.60
C -1.74023 1.62800 6.59637 -1.3 0.0 0.1 -1.29
C -2.75281 1.29051 7.68796 -0.1 -1.3 -0.8 -0.81
C -2.12454 0.34749 8.71204 0.9 1.9 0.0 -1.35
C -1.39632 -0.88328 8.17659 -0.7 -0.8 -0.9 2.06
C -0.43303 -1.33263 9.26204 -0.2 -0.6 0.3 -1.82
C -2.43925 -1.96451 7.90287 -0.9 -0.6 0.1 -1.74
N -0.66248 -0.54051 6.95464 1.4 -0.2 2.0 -0.35
O 0.05381 -1.65688 6.38760 -0.7 0.4 0.2 0.72
H -2.33723 0.56077 4.27356 0.2 -0.3 -0.5 0.63
H -1.38916 -1.00336 4.33437 0.3 0.3 -0.2 -0.33
H -2.76969 -0.74358 5.34620 0.1 0.1 -0.1 0.33
H 0.10222 1.73676 4.65350 -0.5 -0.4 -0.1 0.39
H 0.83834 1.36083 6.13399 -0.1 -0.4 0.0 0.53
H 0.82782 0.15544 4.85712 -0.4 -0.2 0.0 -0.22
H -0.98061 2.32795 6.93650 -0.1 0.1 0.1 0.35
H -2.33036 2.05282 5.77706 0.5 0.5 0.1 0.38
H -3.17532 2.19422 8.11905 0.2 0.0 0.3 0.48
H -3.60391 0.76724 7.21838 0.1 0.2 0.0 0.34
H -2.87962 0.10435 9.46071 0.3 -0.3 0.1 0.41
H -1.31344 0.95842 9.15554 -0.4 -0.2 0.4 0.39
H -0.05460 -2.34666 9.11668 0.0 0.0 -0.2 0.21
H -1.02677 -1.35747 10.18285 0.3 0.0 0.1 0.44
H 0.41837 -0.66404 9.36710 -0.1 0.2 0.0 0.41
H -3.33705 -1.56600 7.40598 0.3 0.2 0.0 0.44
H -2.84695 -2.40789 8.82320 0.3 0.1 0.0 0.50
H -2.10918 -2.78559 7.26106 0.4 0.6 0.7 0.05
H 1.00475 -1.47320 6.47027 -0.4 0.3 0.3 -0.15
C 5.73977 -0.58636 -6.71887 -0.9 -0.7 0.5 -1.98
C 6.12387 0.73256 -6.00212 2.0 -1.9 -1.6 1.58
C 7.20883 0.39190 -4.94913 0.0 0.4 0.6 -1.66
C 6.67107 1.60913 -7.13138 0.1 0.7 0.3 -1.28
C 6.73256 3.06613 -6.74622 -0.4 0.4 0.5 -0.75
C 5.41091 3.52318 -6.11940 0.5 0.1 -1.5 -1.25
C 4.94335 2.63721 -4.99491 -0.5 1.6 2.0 1.90
C 5.78453 2.92418 -3.73003 1.3 -0.5 -0.5 -1.74
C 3.50393 3.07490 -4.63692 -0.1 -1.4 -0.5 -0.95
N 4.93623 1.27859 -5.47032 -0.6 1.0 -1.1 1.12
O 4.41517 0.36038 -4.57858 -1.3 -0.5 0.8 -0.32
H 6.42845 -0.91479 -7.49405 0.2 0.4 -0.1 0.47
H 5.65495 -1.44302 -6.03489 0.0 0.3 0.1 0.39
H 4.73580 -0.45800 -7.15027 0.3 0.0 -0.2 0.26
H 6.72184 0.29992 -3.97293 0.2 0.0 -0.1 0.21
H 7.71617 -0.55766 -5.11484 -0.1 0.0 -0.4 0.50
H 7.98211 1.16283 -4.86820 -0.1 0.0 0.0 0.32
H 7.67502 1.28154 -7.39810 -0.1 -0.3 -0.1 0.43
H 6.01742 1.54050 -8.00373 0.0 -0.3 0.0 0.42
H 7.50129 3.27047 -5.99328 0.3 -0.1 -0.3 0.34
H 6.91157 3.69778 -7.61709 0.3 0.0 0.0 0.46
H 4.62642 3.50686 -6.88884 0.1 0.1 0.0 0.34
H 5.60341 4.56525 -5.85921 -0.6 0.0 0.6 0.37
H 6.85462 2.76526 -3.93932 -0.3 -0.2 0.1 0.43
H 5.52211 2.25703 -2.91100 -0.2 0.2 0.2 0.03
H 5.76382 3.97988 -3.46186 -0.6 0.0 0.2 0.49
H 3.45293 4.04981 -4.17074 0.0 0.3 -0.3 0.84
H 3.04241 2.37003 -3.93353 0.3 0.1 0.2 -0.98
H 2.92106 2.99307 -5.56509 0.0 0.6 0.2 -0.16
H 3.63809 0.03207 -5.06681 0.2 -0.1 0.5 0.09
C -8.80063 0.84352 -2.73873 -0.1 0.0 -1.4 -2.01
C -7.32320 0.93564 -2.39169 -0.9 0.1 0.4 1.57
C -7.16400 0.42656 -0.98400 0.8 -1.5 0.6 -1.68
C -6.53520 0.15553 -3.43796 -0.4 0.0 -0.5 -1.56
C -5.07227 0.41803 -3.36265 0.9 -0.6 0.1 -0.14
C -4.74096 1.90389 -3.44780 0.3 -1.0 -0.5 -0.93
C -5.60193 2.80097 -2.57405 0.7 1.3 0.5 2.38
C -4.91753 2.99054 -1.21446 0.5 -0.3 0.9 -1.51
C -5.67796 4.19317 -3.22289 -0.1 0.3 -0.2 -2.20
N -6.97551 2.33664 -2.49541 -0.4 0.7 -0.9 0.28
O -7.76238 3.18839 -1.61351 0.7 -0.7 -0.6 -0.51
H -9.17426 -0.16664 -2.57955 -0.2 0.1 0.4 0.42
H -9.36016 1.63799 -2.25833 -0.3 -0.4 0.5 0.43
H -8.92383 1.02418 -3.81690 0.1 0.0 0.1 0.39
H -7.94152 0.81698 -0.33480 0.2 0.3 0.2 0.39
H -7.24054 -0.67348 -0.94348 -0.3 0.2 -0.2 0.40
H -6.15840 0.59120 -0.59013 -0.2 0.4 0.1 0.29
H -6.72233 -0.91727 -3.33975 -0.2 0.1 0.2 0.49
H -6.90284 0.43715 -4.43103 -0.1 0.1 0.1 0.37
H -4.70048 -0.09946 -2.46559 0.2 0.6 0.2 0.03
H -4.52977 -0.11110 -4.15681 -0.2 0.1 -0.1 0.33
H -4.80246 2.22630 -4.49453 -0.3 -0.1 0.1 0.39
H -3.67432 1.96669 -3.20148 -0.2 0.6 0.2 -0.04
H -3.99714 3.59069 -1.24602 -0.3 0.1 -0.5 0.21
H -4.54588 2.05009 -0.78165 -0.4 0.0 0.0 0.27
H -5.58192 3.49085 -0.50310 0.0 -0.2 -0.1 0.39
H -6.45540 4.21986 -3.99409 0.1 -0.1 0.0 0.49
H -4.73881 4.46785 -3.70792 0.1 0.0 0.2 0.33
H -5.93194 4.94608 -2.47580 0.1 0.1 0.0 0.43
H -8.25461 3.72722 -2.24900 0.1 -0.1 0.2 0.35
C -1.15921 -0.79724 -0.55088 0.1 -0.1 -1.5 -2.08
C 0.00714 -0.33111 0.28028 -1.1 -0.2 0.9 1.97
C -0.54210 0.72396 1.23438 -0.6 0.8 0.8 -0.92
C 0.43672 -1.51985 1.10330 0.9 -0.3 0.8 -0.76
C 1.75436 -1.26992 1.86600 -1.0 -0.2 0.2 1.24
C 2.80184 -0.73717 0.93102 0.0 -1.1 -0.3 -1.83
C 2.37016 0.37755 0.01792 -0.4 2.1 -0.5 2.16
C 2.33970 1.75823 0.72705 -0.3 -0.4 -0.2 -1.49
C 3.37639 0.41371 -1.11453 -0.2 -0.4 -0.5 -1.81
N 1.07348 0.07648 -0.58188 0.1 -0.3 -1.7 0.06
O 0.62709 1.16671 -1.48102 0.4 -0.6 1.2 1.11
H -0.78207 -1.43998 -1.35945 -0.1 0.0 0.2 0.11
H -1.86698 -1.37891 0.03217 -0.2 0.2 0.1 0.47
H -1.62109 0.06098 -1.04364 -0.3 -0.1 0.2 0.33
H -0.41250 1.72087 0.80769 -0.3 0.0 0.0 -0.16
H -1.60635 0.51536 1.41030 0.1 0.3 -0.3 0.53
H -0.17535 0.75911 2.27162 0.6 -0.2 -0.4 -0.39
H -0.33499 -1.69841 1.86291 -0.1 -0.1 -0.3 -0.26
H 0.53509 -2.42821 0.49569 0.0 0.2 -0.1 0.34
H 1.55916 -0.60996 2.71704 0.1 0.0 0.0 -0.57
H 2.02595 -2.25230 2.25733 0.4 0.2 0.2 -0.20
H 3.01230 -1.59416 0.27630 0.4 0.1 0.0 0.33
H 3.72506 -0.43783 1.42581 0.0 0.0 0.1 0.55
H 3.33320 2.20092 0.68696 0.1 0.0 0.5 0.58
H 1.91973 1.64698 1.72899 0.5 0.2 0.1 0.15
H 1.67066 2.43170 0.19274 0.1 0.0 -0.2 0.00
H 3.24027 -0.53625 -1.64431 0.5 0.0 0.0 0.46
H 4.36623 0.51670 -0.67521 0.2 -0.1 -0.3 0.64
H 3.20948 1.17935 -1.87196 0.0 0.3 0.3 -0.57
H 0.62300 0.79940 -2.38054 0.1 -0.1 0.5 -0.67
C 2.26525 -6.79782 6.23321 -0.9 0.7 -0.9 -1.15
C 2.29234 -5.50741 7.08334 0.3 -0.7 0.5 1.32
C 1.18908 -5.56833 8.12313 -0.9 -0.2 0.3 -1.95
C 3.60398 -5.48569 7.87031 0.6 -0.1 -1.0 -1.02
C 4.82002 -5.24604 6.97123 0.3 -1.3 -0.3 -0.86
C 4.68472 -4.00565 6.13963 0.3 -0.2 0.7 -1.23
C 3.31688 -3.83734 5.48568 0.0 1.2 -0.3 1.74
C 3.19525 -2.31807 5.30415 -0.8 0.1 -1.5 -1.81
C 3.27656 -4.44071 4.08616 0.1 -0.6 0.1 -0.90
N 2.21768 -4.26601 6.34736 -0.9 0.9 0.4 -0.01
O 0.96483 -4.22825 5.63091 0.4 -0.2 -0.4 1.75
H 1.74981 -6.55764 5.29354 0.2 -0.2 0.0 -0.01
H 3.26921 -7.13423 6.00141 0.0 -0.3 -0.1 0.24
H 1.65805 -7.59469 6.65655 0.3 -0.1 0.4 0.47
H 0.18450 -5.58611 7.68914 0.1 0.0 -0.2 0.19
H 1.28262 -6.49899 8.69252 0.1 0.1 0.0 0.54
H 1.21021 -4.74467 8.84272 0.2 0.1 -0.2 0.25
H 3.53637 -4.68424 8.60745 0.1 -0.3 0.4 0.38
H 3.70719 -6.50933 8.23979 0.0 0.4 0.8 0.42
H 5.75570 -5.28557 7.53933 -0.2 0.4 0.2 0.43
H 4.97655 -6.09982 6.29083 -0.4 0.0 0.1 0.29
H 5.42381 -4.01925 5.34123 0.1 0.2 0.0 0.39
H 4.91082 -3.15944 6.79069 -0.2 0.2 -0.1 0.44
H 4.01425 -1.99190 4.65092 0.2 0.2 0.5 0.56
H 3.11584 -1.74925 6.22828 0.4 -0.1 0.1 0.41
H 2.33040 -2.07153 4.66304 -0.1 -0.2 0.4 -0.06
H 2.47653 -3.95755 3.53540 -0.1 -0.3 -0.2 -0.44
H 3.10578 -5.51437 4.14850 -0.1 0.0 -0.2 0.28
H 4.22276 -4.31023 3.55906 0.0 0.2 0.0 0.52
H 0.49257 -3.38910 5.81919 0.5 -0.5 0.4 -0.21
C -0.20865 8.86193 -4.20899 0.2 2.1 -0.9 -2.11
C 0.07195 7.99807 -3.01195 -0.4 -0.2 0.3 1.56
C 1.37148 8.37946 -2.29092 0.9 -0.1 -1.7 -1.71
C -1.11185 8.18137 -2.08789 -0.4 -0.1 1.1 -1.26
C -1.04899 7.24821 -0.88087 -0.4 0.2 0.4 -0.87
C -1.06114 5.80261 -1.39974 0.0 1.0 0.9 -0.85
C -0.04760 5.50260 -2.48929 0.6 0.2 1.2 2.93
C 1.33561 5.21641 -1.86663 1.0 -0.6 -0.3 -1.20
C -0.52136 4.30616 -3.22555 -0.3 -1.5 -1.5 -2.62
N 0.00239 6.60098 -3.42241 -1.8 0.5 0.3 0.48
O 0.70709 6.29422 -4.56668 0.9 0.0 -0.8 -0.44
H -1.14081 8.63388 -4.72976 0.1 -0.5 0.0 0.42
H -0.36044 9.92284 -3.91882 0.0 -0.5 0.4 0.46
H 0.59910 8.99717 -4.93886 0.0 -0.7 0.1 0.36
H 1.44616 7.98690 -1.28956 0.0 0.0 0.2 0.29
H 2.16295 7.93431 -2.91723 0.0 0.0 0.4 0.37
H 1.62019 9.44137 -2.34867 -0.5 0.1 0.4 0.39
H -1.18968 9.23801 -1.81444 0.0 -0.1 0.1 0.48
H -2.04808 7.87011 -2.56919 0.2 0.4 -0.4 0.38
H -0.25559 7.44784 -0.14876 0.3 0.0 -0.5 0.30
H -1.94947 7.41476 -0.27229 0.0 -0.2 -0.2 0.47
H -2.06868 5.64124 -1.78612 0.0 -0.3 0.1 0.25
H -0.83152 5.17529 -0.53761 -0.4 -0.5 -0.2 0.28
H 1.70501 4.20387 -2.08651 -0.4 0.0 0.0 -0.03
H 1.42464 5.30774 -0.78129 -0.3 0.3 0.0 0.17
H 2.07177 5.86767 -2.33540 0.1 0.0 0.2 0.21
H 0.23124 4.05342 -3.97819 -0.2 -0.2 0.0 0.48
H -1.47129 4.46313 -3.75371 0.1 0.4 0.0 0.31
H -0.69808 3.40529 -2.63714 0.3 0.2 0.5 0.21
H 0.00379 6.19455 -5.22026 0.3 0.0 -0.1 0.35
```
Positions in Å, forces in eV/Å.

Values from the calculation:
- HOMO level (eV) = -7.6
- charge = 0
- multiplicity = 1
- SMILES = CC1(C)CCCC(C)(C)N1O.CC1(C)CCCC(C)(C)N1O.CC1(C)CCCC(C)(C)N1O.CC1(C)CCCC(C)(C)N1O.CC1(C)CCCC(C)(C)N1O.CC1(C)CCCC(C)(C)N1O.CC1(C)CCCC(C)(C)N1O.CC1(C)CCCC(C)(C)N1O
- E (Ha) = -3874.1363
- energy relative to the best compared isomer or geometry (same formula, charge and spin) (kJ/mol) = 164.9
- LUMO energy (eV) = 0.51
- frontier orbital gap (Eh) = 0.300

***

ORCA calculation (ωB97M-V with the def2-TZVPD basis set) on a molecular structure, C14H25CaF3N3OS.

Geometry as XYZ:
```
48
Properties=species:S:1:pos:R:3:forces:R:3:nbo_charge:R:1
Ca 0.24263 -0.69780 -1.06518 0.0 0.4 -0.2 1.75
F 3.18597 0.25317 3.07530 0.0 0.0 0.0 -0.32
C 3.69360 -0.96689 2.81868 -0.1 0.0 0.0 0.98
F 4.95068 -0.97060 3.28553 0.1 0.0 0.0 -0.32
F 3.00413 -1.85986 3.53366 0.0 0.0 0.0 -0.31
C 3.66363 -1.26160 1.33786 0.1 0.0 -0.1 -0.23
C 4.84751 -1.47693 0.66014 0.0 0.0 0.0 -0.09
C 4.83394 -1.70757 -0.71174 -0.2 0.0 -0.1 -0.28
C 3.61482 -1.67759 -1.35270 0.2 0.0 0.0 0.07
N 2.46087 -1.46761 -0.71207 -0.1 -0.1 0.1 -0.66
C 2.44807 -1.29473 0.63032 -0.2 0.0 0.2 0.11
S 0.88666 -1.09856 1.41952 0.4 -0.1 0.1 -0.49
H 5.78428 -1.46523 1.20035 0.0 0.0 0.0 0.25
H 5.74403 -1.89074 -1.26168 0.0 0.0 0.0 0.24
H 3.54244 -1.81851 -2.42439 0.0 0.0 0.0 0.21
C -4.21199 -1.83456 0.74903 -0.1 0.0 0.0 -0.64
C -3.49654 -0.52045 0.45210 0.0 0.0 0.0 0.11
C -3.32039 0.28424 1.73498 0.0 0.0 0.0 -0.62
C -4.25665 0.29171 -0.58832 0.0 0.0 0.0 -0.62
N -2.10752 -0.76294 -0.04372 0.0 0.0 0.1 -0.55
N -1.97221 -1.69775 -1.12666 -0.1 -0.3 -0.2 -0.76
H -5.17495 -1.63224 1.21621 0.0 0.0 0.0 0.24
H -3.63433 -2.45287 1.43886 0.0 0.0 0.0 0.22
H -4.41751 -2.40961 -0.15511 0.0 0.0 0.0 0.21
H -4.29210 0.52865 2.16042 0.0 0.0 0.0 0.23
H -2.78915 1.21623 1.54288 0.0 0.0 0.0 0.22
H -2.76324 -0.28214 2.48318 0.0 0.0 0.0 0.22
H -5.26023 0.51675 -0.23126 0.0 0.0 0.0 0.24
H -4.37551 -0.25195 -1.52865 0.0 0.0 0.0 0.20
H -3.74865 1.23394 -0.78630 0.0 0.1 0.0 0.21
H -1.58642 -1.17194 0.73386 0.0 0.0 0.0 0.39
H -2.57080 -1.38540 -1.88599 0.0 0.0 0.0 0.38
H -2.27573 -2.63860 -0.87834 -0.1 0.1 0.0 0.38
C 2.93830 2.02460 -0.55447 0.1 0.0 0.1 -0.64
C 1.52711 2.23129 -0.06631 -0.1 -0.1 0.0 -0.07
O 0.59077 1.63607 -1.01177 0.0 0.1 0.0 -0.65
C -0.65474 2.35024 -1.10481 0.1 0.0 0.0 -0.08
C -1.33341 1.97112 -2.39643 -0.2 -0.1 -0.1 -0.63
H 3.62864 2.44023 0.18067 0.0 0.0 0.0 0.24
H 3.10552 2.52638 -1.50649 0.0 0.0 0.0 0.22
H 3.18200 0.96865 -0.66181 0.0 0.0 0.0 0.21
H 1.29514 3.29497 0.00317 0.0 0.0 0.0 0.19
H 1.35866 1.76937 0.91020 0.0 0.0 0.0 0.21
H -0.43518 3.41986 -1.09270 -0.1 0.0 0.0 0.20
H -1.26694 2.10985 -0.23019 0.0 0.0 0.0 0.19
H -0.71107 2.21215 -3.25763 0.0 0.0 0.0 0.23
H -2.27706 2.50779 -2.49569 0.0 0.0 0.0 0.25
H -1.59707 0.90743 -2.43651 0.0 0.0 0.0 0.17
```
Positions in Å, forces in eV/Å.

Values from the calculation:
- HOMO level (eV) = -11.1
- charge = +1
- multiplicity = 1
- E (Ha) = -2163.2640
- LUMO energy (eV) = -3.08
- frontier orbital gap (Eh) = 0.294

***

Among the records above, which one has the highest frontier orbital gap? C72H152N8O8

***

LUMO energy of number 1 (C72H152N8O8)? 0.51 eV